Entry from the Open Molecules 2025 dataset: a structure of composition C14H28N11ReS (ωB97M-V/def2-TZVPD).

Its spin multiplicity is 4. Its total energy is -1628.1315 a.u. The HOMO-LUMO gap (spin up / spin down) comes out at 0.2707 / 0.1731 hartree. Its charge is +3. The LUMO energy (spin up / spin down) is -9.682 / -11.645 eV.

```
55
Properties=species:S:1:pos:R:3:mulliken_spin:R:1
H 1.12844 -4.50343 -2.49842 0.000
N 0.54769 -1.74890 1.46145 0.048
H -1.89409 4.88653 2.39190 0.000
N 1.92409 0.96467 0.23476 0.011
H -2.58088 -2.45114 -1.99627 0.001
C 1.62610 -2.13243 2.03475 -0.045
H 2.45392 0.22141 -0.29779 0.008
C -2.77624 -0.85566 -0.82408 0.009
C -0.75351 3.58439 3.76268 -0.004
H 3.61098 2.30745 -0.01896 0.001
H 1.48663 -3.60431 -0.96490 -0.003
H -0.74079 4.32913 4.58700 0.000
N -0.26057 -3.14720 -2.01077 0.020
H 2.24047 0.69961 1.18554 0.023
N 1.81397 -3.46272 1.98465 0.018
H 1.11024 -1.05118 -1.62868 0.008
H -0.11022 1.17200 -2.57256 0.012
H -2.90431 0.77958 0.15136 0.009
H 2.54627 -3.88580 2.54030 0.001
C -0.07902 0.05022 2.90348 -0.010
H 0.80486 3.37043 -3.02503 -0.001
C 2.24818 2.41840 -1.69591 0.012
H 2.45000 1.49157 -2.22707 -0.002
H 2.99739 3.03560 -2.14912 0.000
C 1.15630 -3.58500 -2.01905 0.002
C 2.53509 2.27861 -0.18855 0.002
H -4.66533 -0.47228 -0.30302 0.000
H -4.47016 -1.78450 -1.46806 0.000
C -0.65881 -1.93880 -1.52801 0.020
H 0.23670 -0.51539 3.77397 0.013
N -0.62120 1.89224 1.59047 0.002
N -2.03081 -1.79740 -1.49595 -0.001
C -0.29716 1.40845 2.86434 -0.001
C 0.81093 2.93556 -1.99899 -0.004
C -1.28156 -4.10151 -2.42298 -0.002
N -2.20000 0.12108 -0.19896 -0.002
Re -0.20493 0.58190 0.06869 1.946
H -1.14495 2.30497 -1.88724 0.004
H -1.40512 3.46506 0.46979 -0.006
H -1.85739 -3.71703 -3.25726 0.001
C -0.22948 2.32556 3.97820 -0.010
N -0.21724 1.89502 -1.83632 0.027
C -1.32634 3.97846 2.51749 0.010
H -0.74118 -4.97815 -2.82747 0.000
H 0.29150 1.99661 4.86955 0.002
S 2.88037 -1.07571 2.65318 0.914
H 0.49804 3.73136 -1.29473 -0.001
H -1.98082 -4.34303 -1.61610 0.001
N -4.11965 -1.01667 -0.91943 0.010
C -1.15567 3.10533 1.47542 -0.043
H 1.82776 -2.87901 -2.55739 0.001
N 0.14216 -0.87882 -1.36617 0.028
H 1.13461 -4.02223 1.47838 -0.001
N 0.11022 -0.48773 1.69677 -0.024
H 2.09451 3.10484 0.42110 -0.005
```

=====

Entry from the Open Molecules 2025 dataset: a cluster of 2 separate species, C2H10N8 in total (ωB97M-V/def2-TZVPD).

Its spin multiplicity is 1. Its total energy is -519.4025 a.u. As for the energy above the lowest of the compared OMol25 structures with the same formula, charge and spin: 459.9 kJ/mol. The HOMO-LUMO gap (spin up / spin down) comes out at 0.2453 / 0.2453 hartree. Its charge is +2. The LUMO energy (spin up / spin down) is -9.345 / -9.345 eV.

```
20
Properties=species:S:1:pos:R:3:mulliken_charge:R:1
N 2.34281 -1.09547 -0.10748 -0.183
H 0.06577 -0.93182 -1.04423 0.491
N 4.11340 -0.19861 0.79278 0.214
H 3.03208 1.63309 1.09238 0.319
H -5.77407 -0.51644 0.14890 0.402
C 0.05480 0.10725 -1.20178 -0.379
H -3.77918 -0.56509 0.02064 0.461
H 4.86211 -0.13116 1.37977 0.240
N 2.13391 0.22787 -0.22168 0.899
C 3.31302 0.94352 0.33468 -0.385
N 3.47594 -1.28032 0.47590 -0.275
N -2.06536 0.05920 0.06339 -0.764
H 3.94871 1.49955 -0.47475 0.328
H -0.82389 1.70636 -0.14412 0.328
N -4.80911 -0.86240 0.45206 -0.561
N 1.19344 0.80622 -0.86471 -0.528
H -0.40293 0.53016 -2.18864 0.320
H -4.88203 -1.88096 0.35277 0.397
N -1.13380 0.66281 -0.28693 0.318
H -4.86560 -0.71377 1.42106 0.357
```

=====

Entry from the Open Molecules 2025 dataset: a structure of composition C14H22Cu2N2O4 (ωB97M-V/def2-TZVPD).

Its spin multiplicity is 2. Its total energy is -4237.8217 a.u. As for the energy above the lowest of the compared OMol25 structures with the same formula, charge and spin: 0.0 kJ/mol. The HOMO-LUMO gap (spin up / spin down) comes out at 0.1725 / 0.1633 hartree. Its charge is -1. The LUMO energy (spin up / spin down) is 1.967 / 1.724 eV.

```
44
Properties=species:S:1:pos:R:3:mulliken_spin:R:1
H 1.29525 0.32621 -23.71574 -0.005
H -2.39167 1.47162 -20.71421 0.003
O 3.14678 2.33355 -20.82337 0.003
H 5.68798 -0.38276 -24.74482 0.000
H 1.72387 1.82452 -19.11192 -0.010
C -1.57256 1.09706 -21.31017 0.063
H 2.08903 1.30320 -16.71586 0.027
H 5.75329 2.63309 -23.97075 0.000
C 4.75142 -0.43429 -25.30008 0.000
H -2.64812 1.21684 -23.19596 0.002
N 0.24713 0.48477 -16.54128 0.203
O 2.21074 3.45665 -24.21157 0.000
H 0.05708 3.55451 -24.30860 -0.001
C 0.93701 1.28309 -18.60784 0.081
H 4.88308 -1.35285 -25.87192 0.000
C -1.69337 1.09394 -22.70633 -0.024
H 0.69681 1.23187 -14.74948 -0.002
C 0.73762 0.62067 -21.56737 0.113
H 0.80207 5.02588 -24.02169 0.001
C 0.57233 0.20705 -15.09926 0.004
H -1.78007 -0.11377 -25.19899 0.002
O 5.50323 2.92337 -23.07200 0.000
O 3.69287 -0.45387 -24.45016 0.001
Cu 3.64557 1.63890 -22.88531 0.001
H 1.54620 -0.27804 -15.03314 0.002
C 0.95532 3.96142 -23.84419 0.003
H -0.97469 1.33273 -25.35745 0.004
H 1.69815 0.44638 -21.10542 0.004
H 0.01663 -0.19394 -25.27642 0.001
C -0.90775 0.10428 -17.11803 0.088
C 0.53374 0.57595 -22.99176 0.032
H -2.10588 -0.07371 -18.81634 0.027
C 1.18123 1.03757 -17.23716 0.114
N -0.66543 0.63323 -23.49120 0.075
H 0.72044 3.74029 -22.80302 -0.001
C -0.18234 0.81954 -19.25273 0.168
Cu 3.88399 4.16411 -22.29034 -0.001
H 2.83322 3.03067 -20.21491 -0.001
H -1.51641 -0.33703 -16.34268 0.013
H -0.26386 -0.41760 -14.78511 0.002
H 4.71390 0.40883 -25.98988 0.000
C -1.15382 0.28776 -18.45672 0.037
C -0.36694 0.84853 -20.69821 -0.020
C -0.84423 0.35469 -24.89428 -0.006
```

=====

Entry from the Open Molecules 2025 dataset: a cluster of 2 separate species, C2H6O in total (ωB97M-V/def2-TZVPD).

Its spin multiplicity is 1. Its total energy is -154.9987 a.u. As for the SMILES: C=O.C. As for the energy above the lowest of the compared OMol25 structures with the same formula, charge and spin: 71.2 kJ/mol. The HOMO-LUMO gap comes out at 0.4085 hartree. The LUMO energy is 0.845 eV.

```
9
Properties=species:S:1:pos:R:3:mulliken_charge:R:1
H 1.27609 1.17780 -1.05239 0.254
H 0.61221 -0.59624 1.75951 0.255
H 0.01360 1.60121 -2.14472 0.282
H 0.26160 -0.13161 -1.68748 0.242
C -0.35686 -1.11097 1.71644 -0.133
H -1.02665 -1.18462 2.58766 0.245
C 0.27636 0.90013 -1.35403 -0.948
O -0.65847 -1.65404 0.68560 -0.369
H -0.39788 0.99833 -0.51058 0.172
```

=====

Entry from the Open Molecules 2025 dataset: a structure of composition H28K3O18P (ωB97M-V/def2-TZVPD).

Its spin multiplicity is 1. Its total energy is -3512.6867 a.u. As for the energy above the lowest of the compared OMol25 structures with the same formula, charge and spin: 0.0 kJ/mol. The HOMO-LUMO gap comes out at 0.3291 hartree. The LUMO energy is -1.029 eV.

```
50
Properties=species:S:1:pos:R:3:mulliken_charge:R:1
H 1.10428 -2.43925 1.20847 0.383
O -0.64658 1.23390 0.62012 -0.460
O 1.26192 3.13915 -1.57540 -0.668
H -1.17302 -2.55864 0.56045 0.281
H -2.24432 2.54845 -2.05627 0.345
H -2.09046 -2.17164 -3.39993 0.341
O -0.12686 -1.16672 0.73332 -0.092
H 3.43721 1.25546 -0.47361 0.353
O -2.95844 -1.11684 -1.32821 -0.711
K 0.65700 -2.75719 -1.72603 1.092
O -0.23155 -0.04208 -1.55695 -0.333
H -1.24111 1.45270 -2.41735 0.197
O -3.10697 2.03860 -0.01941 -0.698
O -1.30964 -1.69177 -3.69362 -0.654
O -2.77799 -0.33492 1.90938 -0.671
H 2.03731 0.24041 -3.75390 0.267
H -0.35010 -1.70864 2.47229 -0.057
H -1.98029 -0.05223 1.42922 0.236
O 1.81211 2.64325 1.55607 -0.615
H -3.66423 1.56266 0.60480 0.307
H 1.13884 3.06011 -2.52724 0.308
O 1.86110 -0.50895 -3.18088 -0.651
K -0.56311 3.92340 0.67899 1.136
H 3.54709 -1.77606 0.44349 0.330
H 0.98669 2.27562 -1.24146 0.057
H 3.74222 2.65770 -0.95472 0.347
H -2.21220 1.66376 0.12045 0.217
O -0.81354 -2.05589 3.26337 -0.657
H -2.48511 -1.04790 2.48514 0.292
O -1.59317 -3.42032 0.35927 -0.688
H 1.83429 -2.97767 2.46237 0.245
H -2.91603 -1.85124 -0.70356 0.386
H 2.81191 -0.83834 -0.51330 0.310
H -1.64861 -3.86886 1.20748 0.280
K 1.47279 -0.21206 2.84584 1.122
H -0.16281 -2.54581 3.77468 0.318
O 1.67583 0.48381 0.03758 -0.563
H 1.16063 -0.20884 -2.56276 0.154
H 2.70556 2.83793 1.85598 0.293
O 3.42699 -1.59313 -0.49143 -0.624
H 1.92777 2.03066 0.79886 0.327
H -1.09042 -1.12125 -2.94326 0.380
O 1.73796 -3.12496 1.51849 -0.610
H -0.79310 1.53508 2.19323 0.336
O -0.90727 1.64160 3.17145 -0.687
P 0.19374 0.14435 -0.09391 -0.450
O -1.65735 2.25737 -2.76309 -0.687
H -1.76931 1.25053 3.35363 0.363
H -2.18017 -0.57846 -1.14387 0.266
O 4.16053 1.89313 -0.54427 -0.689
```

=====

Entry from the Open Molecules 2025 dataset: a cluster of 2 separate species, CH2Cl2S2 in total (ωB97M-V/def2-TZVPD).

Its spin multiplicity is 1. Its total energy is -1756.0228 a.u. As for the SMILES: S=C(S)Cl.Cl. As for the energy above the lowest of the compared OMol25 structures with the same formula, charge and spin: 47.2 kJ/mol. The HOMO-LUMO gap comes out at 0.3196 hartree. The LUMO energy is -0.702 eV.

```
7
Properties=species:S:1:pos:R:3:mulliken_charge:R:1
H 1.35810 0.51983 1.37473 0.154
C -0.09263 -0.83452 0.47712 0.193
Cl 1.16175 -0.85531 -0.75905 -0.081
H -1.05449 0.88364 -1.98260 0.277
S 0.25041 0.08879 2.00378 -0.072
S -1.50746 -1.59172 0.45928 -0.203
Cl -0.11568 1.78930 -1.57325 -0.268
```

=====

no.,M (g mol⁻¹),F_max (eV Å⁻¹)
1,568.7,3.82
2,146.2,6.00
3,409.4,5.67
4,46.1,1.02
5,464.5,1.59
6,149.1,2.43